{
  "formula": "C43H87BrFIO13PS",
  "method": "wB97M-V/def2-TZVPD",
  "elements": ["C", "C", "C", "C", "C", "C", "C", "C", "C", "O", "O", "P", "C", "C", "C", "Br", "C", "C", "F", "S", "C", "O", "O", "O", "C", "C", "I", "C", "C", "H", "H", "H", "H", "H", "H", "H", "H", "H", "H", "H", "H", "H", "H", "H", "H", "H", "H", "H", "H", "H", "H", "H", "H", "H", "H", "H", "H", "H", "H", "H", "H", "H", "H", "H", "H", "H", "H", "H", "C", "C", "O", "C", "H", "H", "H", "H", "H", "H", "C", "C", "O", "C", "H", "H", "H", "H", "H", "H", "C", "C", "O", "C", "H", "H", "H", "H", "H", "H", "C", "C", "O", "C", "H", "H", "H", "H", "H", "H", "C", "C", "O", "C", "H", "H", "H", "H", "H", "H", "C", "C", "O", "C", "H", "H", "H", "H", "H", "H", "C", "C", "O", "C", "H", "H", "H", "H", "H", "H", "C", "C", "O", "C", "H", "H", "H", "H", "H", "H"],
  "xyz": [[3.69101, 5.34130, -1.26130], [3.07596, 4.36433, -2.34791], [3.88587, 3.03013, -2.42908], [3.72072, 2.08836, -1.17530], [5.02618, 1.18726, -1.17889], [2.38251, 1.28053, -1.16315], [2.11731, 0.58211, -2.54069], [1.31265, 1.43895, -3.58131], [0.02902, 0.64288, -4.00458], [-0.73199, 1.31049, -5.00206], [1.42594, 2.31513, -0.88007], [0.58602, 2.18985, 0.64065], [-0.57526, 3.51347, -0.07713], [-1.45482, 3.02362, -1.27014], [-2.10418, 4.32238, -1.89768], [-2.97402, 1.87166, -0.73775], [1.74229, 3.52247, 1.44510], [0.99401, 4.69808, 2.14862], [2.74023, 2.94377, 2.23369], [-0.54960, 1.73317, 2.45535], [-0.97511, -0.06767, 2.59400], [-1.84401, 2.47701, 2.60960], [0.28410, 2.02018, 3.68773], [1.62576, 0.88376, 1.16355], [2.07524, 0.22126, -0.02859], [3.00106, -0.99159, 0.29237], [2.00338, -2.03076, 1.97070], [3.10308, -2.08999, -0.83383], [4.40360, -2.00454, -1.70813], [2.85516, 5.86738, -0.75799], [4.37422, 4.82286, -0.55879], [4.26674, 6.13299, -1.79812], [1.98153, 4.23938, -2.25198], [3.23905, 4.88420, -3.32736], [3.75059, 2.48291, -3.39362], [4.96288, 3.33786, -2.44428], [3.85313, 2.74200, -0.28272], [5.17893, 0.64856, -0.22472], [5.06897, 0.54092, -2.07834], [5.90276, 1.87779, -1.27152], [1.57702, -0.38348, -2.42691], [3.11500, 0.34771, -2.98188], [1.11760, 2.48728, -3.28441], [1.94143, 1.49627, -4.50607], [0.39612, -0.29781, -4.48011], [-0.56146, 0.33505, -3.11278], [-1.14681, 2.09957, -4.64684], [-0.30884, 1.21552, 0.02079], [-1.24197, 4.02810, 0.64355], [0.08720, 4.31228, -0.50394], [-0.82608, 2.55504, -2.05536], [-2.66036, 4.86632, -1.10038], [-2.75218, 4.10043, -2.76697], [-1.24124, 4.98771, -2.14629], [2.27283, 3.96323, 0.56951], [0.95935, 5.55158, 1.42326], [-0.04982, 4.49565, 2.44517], [1.62538, 5.05433, 2.99225], [-0.32258, -0.50913, 3.37770], [-0.88200, -0.57678, 1.61609], [-2.00907, -0.11596, 3.00689], [1.12819, -0.28466, -0.37301], [4.00189, -0.75779, 0.70207], [2.17219, -2.18807, -1.42575], [3.18402, -3.05659, -0.28662], [4.73780, -3.00783, -2.06734], [4.29989, -1.37611, -2.61693], [5.20706, -1.60494, -1.04603], [-0.86490, -5.20800, 0.12123], [-0.32584, -4.65098, -1.17032], [0.70830, -4.01884, -1.19999], [-1.11537, -4.90257, -2.42213], [-0.19079, -4.94557, 0.93700], [-1.84845, -4.78231, 0.32748], [-0.93374, -6.29580, 0.05652], [-2.10684, -4.46259, -2.33002], [-1.19373, -5.97474, -2.60482], [-0.60661, -4.44138, -3.26472], [-0.78821, -2.25551, 7.76272], [-0.42625, -1.19708, 6.75274], [0.03392, -1.48799, 5.67320], [-0.65839, 0.24103, 7.13488], [-0.56795, -3.23778, 7.34974], [-0.20114, -2.11661, 8.67330], [-1.85312, -2.20410, 7.99205], [-0.06661, 0.49143, 8.01792], [-1.71870, 0.40599, 7.33632], [-0.35260, 0.88819, 6.31087], [1.46405, -5.90936, -6.42074], [1.48534, -5.92672, -4.91415], [0.58949, -6.43411, -4.27744], [2.66365, -5.28632, -4.22970], [0.55965, -6.40322, -6.77522], [1.46609, -4.87908, -6.78102], [2.33229, -6.44332, -6.81122], [2.71819, -4.22847, -4.49371], [3.58540, -5.79288, -4.52352], [2.54450, -5.37062, -3.14974], [-1.71466, -6.63161, 9.11156], [-2.10428, -5.93228, 7.83513], [-2.55967, -4.81167, 7.84559], [-1.90363, -6.68307, 6.54528], [-1.91278, -5.97496, 9.95807], [-2.30123, -7.54447, 9.22995], [-0.64995, -6.87141, 9.09448], [-2.49863, -7.59833, 6.55074], [-0.84723, -6.92513, 6.41561], [-2.22511, -6.06046, 5.71130], [4.92637, -1.38934, 4.75013], [5.98503, -1.92230, 3.82185], [6.04164, -1.58137, 2.66142], [6.97735, -2.90189, 4.39539], [4.28338, -0.69850, 4.20570], [4.31607, -2.21141, 5.12869], [5.39491, -0.85453, 5.57936], [6.45598, -3.78903, 4.75946], [7.53336, -2.43447, 5.21026], [7.67992, -3.20210, 3.61811], [-4.51570, -1.51696, -4.86757], [-4.08521, -2.93772, -4.61582], [-3.24430, -3.20184, -3.78660], [-4.74151, -4.01781, -5.43654], [-3.96187, -0.84912, -4.20851], [-4.30536, -1.24192, -5.90266], [-5.58243, -1.40894, -4.66164], [-4.54123, -3.85296, -6.49672], [-5.81797, -4.02033, -5.25583], [-4.33510, -4.98735, -5.14937], [-3.44754, 7.57672, -2.23159], [-2.82534, 8.94327, -2.34079], [-1.93922, 9.17279, -3.13325], [-3.35037, 10.01658, -1.42265], [-2.97535, 6.90587, -2.94749], [-3.29688, 7.17923, -1.22692], [-4.51424, 7.63533, -2.45706], [-3.19612, 9.72450, -0.38244], [-4.41302, 10.18041, -1.61083], [-2.81351, 10.94621, -1.60930], [-8.50812, 2.41611, -0.39999], [-7.43412, 1.91342, -1.32985], [-7.39586, 2.25918, -2.49021], [-6.41472, 0.96641, -0.75674], [-9.17185, 3.08781, -0.94397], [-9.09267, 1.57704, -0.01839], [-8.05585, 2.96362, 0.42871], [-6.90992, 0.06398, -0.39175], [-5.87180, 1.45124, 0.05656], [-5.70410, 0.68697, -1.53324]],
  "atomic_forces_ev_per_a": [[-0.578, 0.092, -0.968], [0.940, 0.468, -0.757], [-0.133, 0.258, 0.519], [2.034, -0.781, -0.572], [0.012, 1.028, -0.046], [-0.272, 0.708, 0.615], [0.193, 0.646, -0.384], [0.284, -0.840, -0.836], [1.040, 0.077, 0.325], [-0.070, -0.321, -0.102], [0.056, -1.050, -0.254], [0.541, -0.237, -2.162], [-0.577, 0.463, -0.216], [0.167, 2.140, -0.186], [0.765, -0.363, 0.744], [0.620, 0.038, -0.238], [-0.612, 0.383, -0.324], [0.710, 0.393, -0.377], [-0.237, 0.570, 0.107], [-1.134, 1.213, 5.455], [-0.100, 0.091, 0.186], [0.931, -0.923, -1.277], [-0.636, -0.797, -2.064], [0.874, 0.449, -1.473], [-1.180, -0.824, 0.729], [-0.305, -0.199, -0.359], [0.413, 0.173, -0.146], [0.680, -0.476, 0.340], [-0.063, -0.039, 0.222], [0.664, -0.351, 0.162], [-0.620, 0.363, -0.216], [-0.218, -0.588, 0.500], [0.711, -0.162, 0.268], [-0.283, -0.416, 0.580], [-0.208, 0.368, 0.730], [-0.735, -0.178, 0.034], [-0.695, -0.646, -0.389], [-0.226, -0.007, -0.709], [-0.044, 0.141, 0.747], [-0.609, -0.474, 0.119], [0.395, 0.638, 0.181], [-0.763, 0.039, 0.294], [-0.091, -0.728, 0.177], [-0.542, 0.148, 0.554], [-0.394, 0.587, 0.289], [0.110, 0.380, -0.441], [0.054, 0.043, 0.285], [0.252, -0.199, 0.427], [0.319, -0.478, -0.218], [-0.422, -0.617, 0.246], [-0.589, -0.304, 0.741], [0.111, -0.534, -0.626], [0.347, 0.231, 0.432], [-0.708, -0.423, -0.273], [-0.343, -0.418, 0.575], [-0.035, -0.586, 0.488], [0.704, -0.122, 0.226], [-0.619, -0.370, -0.300], [-0.108, 0.439, -0.822], [-0.088, 0.246, 0.610], [0.581, 0.322, -0.632], [0.766, 0.262, -0.318], [-0.683, -0.008, -0.159], [0.566, 0.270, 0.382], [-0.094, 0.654, -0.484], [-0.423, 0.580, 0.369], [0.089, -0.232, 0.685], [-0.383, -0.261, -0.745], [0.272, 0.101, 0.272], [0.226, 0.141, -0.273], [-0.054, -0.169, 0.049], [0.041, 0.121, 0.144], [-0.025, 0.033, -0.066], [-0.068, -0.156, -0.055], [-0.196, 0.019, -0.040], [-0.028, -0.147, 0.023], [-0.124, 0.022, 0.029], [-0.081, -0.008, 0.047], [0.155, -0.154, -0.161], [0.122, 0.118, -0.226], [-0.004, -0.200, 0.042], [0.122, 0.183, -0.334], [-0.043, 0.068, -0.004], [-0.162, 0.088, 0.089], [0.057, 0.006, 0.162], [-0.168, -0.014, 0.117], [0.041, 0.008, 0.191], [-0.021, -0.057, -0.008], [-0.294, -0.132, -0.066], [-0.112, -0.082, 0.272], [0.167, -0.158, -0.238], [-0.097, -0.090, 0.295], [0.040, 0.024, 0.045], [0.188, -0.030, -0.049], [0.077, 0.181, -0.046], [0.147, -0.037, -0.076], [0.042, 0.162, -0.132], [-0.044, 0.060, -0.063], [-0.057, 0.214, 0.215], [-0.142, 0.281, -0.066], [-0.041, -0.183, 0.070], [-0.100, 0.209, -0.189], [0.003, -0.014, -0.066], [0.167, -0.102, -0.046], [-0.054, -0.187, -0.027], [0.172, -0.101, 0.027], [-0.048, -0.179, 0.031], [0.027, -0.009, 0.065], [-0.084, 0.230, -0.265], [-0.185, 0.208, -0.316], [0.100, -0.077, 0.107], [0.215, -0.098, -0.254], [-0.003, -0.075, 0.023], [0.054, 0.043, 0.141], [-0.031, -0.162, 0.118], [0.028, 0.069, 0.178], [-0.108, -0.109, 0.125], [-0.051, 0.030, 0.024], [0.189, 0.106, 0.222], [0.211, 0.119, 0.218], [-0.231, 0.025, -0.180], [0.143, -0.286, 0.113], [-0.012, -0.047, -0.039], [-0.186, 0.002, -0.028], [-0.028, 0.020, -0.195], [-0.189, 0.061, -0.015], [-0.020, 0.086, -0.182], [0.000, 0.066, 0.001], [0.165, -0.047, -0.241], [0.229, -0.030, -0.236], [-0.097, 0.033, 0.074], [0.180, 0.255, -0.067], [-0.005, 0.043, 0.052], [-0.199, 0.020, 0.024], [-0.036, -0.035, 0.211], [-0.197, -0.036, 0.006], [-0.035, -0.099, 0.175], [-0.011, -0.065, -0.009], [-0.175, 0.219, -0.183], [0.150, 0.013, -0.304], [-0.093, -0.020, 0.098], [0.068, -0.059, -0.268], [0.050, -0.040, 0.005], [0.098, 0.026, 0.179], [-0.038, -0.166, 0.113], [0.020, 0.074, 0.199], [-0.076, -0.126, 0.108], [-0.024, 0.055, 0.046]],
  "mulliken_charge": [-1.38, 0.38, -1.19, 0.45, -1.47, 2.49, -0.47, -0.31, -0.99, -0.63, -0.15, -0.01, -1.27, 1.32, -1.74, -0.17, 1.27, -1.38, -0.40, 2.00, -0.61, -0.86, -0.75, -0.54, -2.14, -0.83, -0.10, -0.12, -1.32, 0.28, 0.33, 0.35, -0.45, 0.68, 0.25, 0.54, 0.08, 0.16, 0.09, 0.63, 0.08, 0.08, 0.12, 0.44, 0.52, 0.31, 0.34, -0.10, 0.72, 0.28, -0.49, 0.36, 0.46, 0.45, -0.80, 0.28, 0.23, 0.45, -0.06, 0.13, 0.39, 0.58, 0.80, -0.10, 0.74, 0.41, 0.15, 0.26, -1.24, 0.87, -0.47, -1.03, 0.24, 0.34, 0.36, 0.45, 0.41, 0.04, -1.06, 0.82, -0.48, -0.93, 0.14, 0.36, 0.34, 0.34, 0.32, 0.13, -1.21, 0.84, -0.54, -1.01, 0.31, 0.32, 0.35, 0.27, 0.47, 0.21, -1.16, 0.90, -0.52, -1.15, 0.30, 0.35, 0.32, 0.38, 0.32, 0.29, -0.90, 0.85, -0.51, -1.18, 0.08, 0.30, 0.40, 0.32, 0.33, 0.31, -1.00, 0.75, -0.48, -1.13, 0.21, 0.34, 0.33, 0.33, 0.33, 0.27, -0.86, 0.79, -0.56, -1.09, 0.19, 0.26, 0.38, 0.31, 0.31, 0.30, -1.09, 0.85, -0.57, -0.87, 0.30, 0.31, 0.30, 0.40, 0.26, 0.13],
  "orbital_gap_ev": 6.92,
  "charge": -1
}